Arrangement one

This record from the Open Molecules 2025 dataset describes a 2-piece molecular cluster, C12H17N overall. The level of theory is the ωB97M-V functional and the def2-TZVPD basis.

## Properties
LUMO level = 0.9 eV

The geometry in ORCA input format:
```
! wB97M-V def2-TZVPD RIJCOSX def2/J DEFGRID3
* xyz 0 1
C 2.1643 2.2252 0.8777
C 2.1295 3.7107 0.5907
C 0.9196 1.4833 0.4778
C 0.0539 1.8567 -0.4987
C 0.3732 0.2852 1.0268
C -0.8587 0.0169 0.3916
C 0.7108 -0.5030 2.1336
C -1.8046 -0.8482 0.9194
C -0.1559 -1.4676 2.6176
C -1.3792 -1.6557 1.9721
N -0.9793 0.9472 -0.5963
H 3.0361 1.7863 0.3892
H 2.3591 2.0463 1.9282
H 1.4567 4.2378 1.2649
H 0.0458 2.7339 -1.1251
H -1.5227 0.8601 -1.4356
H 1.6944 -0.3891 2.5766
H -2.8334 -0.8540 0.5866
H 0.1761 -2.0939 3.4378
H -2.1081 -2.3954 2.2797
H 1.7667 3.9847 -0.4082
H 3.1201 4.1598 0.5994
C -0.3842 -2.2623 -2.3356
C -1.7222 -2.8622 -2.6816
H 0.4384 -2.4383 -3.0416
H -0.3714 -1.1743 -2.4235
H -0.0163 -2.4545 -1.3298
H -2.2412 -2.3208 -3.4708
H -2.3780 -2.6924 -1.8220
H -1.6897 -3.9225 -2.9008
*
```

Arrangement two

This record from the Open Molecules 2025 dataset describes a 2-piece molecular cluster, C12H17N overall. The level of theory is the ωB97M-V functional and the def2-TZVPD basis.

## Properties
LUMO level = 0.9 eV

The geometry in ORCA input format:
```
! wB97M-V def2-TZVPD RIJCOSX def2/J DEFGRID3
* xyz 0 1
C 2.1216 -0.8686 -0.0962
C 2.8258 0.5505 -0.2418
C 1.0885 -0.6146 0.9450
C 0.8920 -1.2809 2.1507
C 0.0785 0.4168 0.9258
C -0.5533 0.5525 2.1319
C -0.2261 1.3578 0.0232
C -1.4541 1.5547 2.4446
C -1.0136 2.5093 0.2995
C -1.5972 2.5445 1.5031
N -0.1120 -0.5273 2.8627
H 1.6528 -1.0455 -1.0722
H 2.8418 -1.7026 0.2480
H 3.8260 0.2495 -0.5685
H 1.3620 -2.1200 2.5271
H -0.5776 -0.7156 3.7172
H 0.2379 1.3553 -1.0781
H -2.0615 1.5913 3.3939
H -1.1919 3.1369 -0.4778
H -2.0829 3.4598 1.8867
H 3.1149 1.0346 0.7212
H 2.3416 1.2769 -0.8963
C -0.9282 -1.2035 -3.0811
C -1.9111 -2.1103 -2.3488
H 0.0527 -1.0624 -2.5317
H -0.8520 -1.2245 -4.0666
H -1.3965 -0.1580 -2.8297
H -2.9189 -1.7283 -2.3491
H -1.5490 -2.2034 -1.3923
H -2.0103 -3.0248 -2.7504
*
```

Arrangement three

This record from the Open Molecules 2025 dataset describes a 2-piece molecular cluster, C12H17N overall. The level of theory is the ωB97M-V functional and the def2-TZVPD basis.

## Properties
LUMO level = 0.8 eV

The geometry in ORCA input format:
```
! wB97M-V def2-TZVPD RIJCOSX def2/J DEFGRID3
* xyz 0 1
C -0.0550 0.9768 -2.2141
C -0.3336 0.4021 -3.6697
C 0.1389 -0.1649 -1.2780
C 1.3517 -0.7640 -1.2339
C -0.7281 -0.6868 -0.2776
C 0.0753 -1.5882 0.4849
C -2.0510 -0.5127 0.1601
C -0.3511 -2.2035 1.6633
C -2.3942 -0.9721 1.4042
C -1.5964 -1.8922 2.1382
N 1.2970 -1.7072 -0.1614
H 0.7844 1.6829 -2.0827
H -0.8760 1.7271 -2.1627
H 0.2104 1.0069 -4.4033
H 2.1701 -0.6559 -1.9152
H 2.1102 -1.8825 0.4107
H -2.7941 0.0177 -0.4339
H 0.3710 -2.7620 2.2668
H -3.3815 -0.7906 1.8028
H -2.1110 -2.2539 3.0297
H -1.3907 0.5143 -3.9892
H -0.0131 -0.6356 -3.6883
C 1.3352 3.3599 2.2684
C 2.1714 3.3918 1.0019
H 1.7274 2.7443 3.0820
H 1.2113 4.3613 2.7239
H 0.3945 2.9732 1.9580
H 3.2540 3.5212 1.1974
H 1.7064 4.2431 0.4990
H 2.1889 2.5184 0.3120
*
```

Arrangement four

This record from the Open Molecules 2025 dataset describes a 2-piece molecular cluster, C12H17N overall. The level of theory is the ωB97M-V functional and the def2-TZVPD basis.

## Properties
LUMO level = 0.9 eV

The geometry in ORCA input format:
```
! wB97M-V def2-TZVPD RIJCOSX def2/J DEFGRID3
* xyz 0 1
C -0.6304 -1.5693 3.6927
C 0.8392 -1.1701 4.0302
C -0.8664 -3.0881 3.6872
H -0.9358 -1.1188 2.8044
H -1.1824 -1.0546 4.5039
H 1.4611 -2.0071 4.2078
H 1.3953 -0.5968 3.2710
H -1.5235 -3.4975 4.4179
H 0.0530 -3.6670 3.6238
H 0.8960 -0.4318 4.7741
H -1.4635 -3.2685 2.7844
C -0.2459 0.4708 -4.2864
C 0.1745 0.3582 -1.6595
C -0.3491 1.0240 -2.8802
C 0.1170 1.4669 -0.6948
C -0.8102 2.3363 -2.6809
C 0.7715 -1.2025 -0.0059
C 0.8089 -0.0940 0.8166
C 0.4271 -1.0010 -1.3294
C 0.4070 1.1745 0.6367
N -0.3569 2.6116 -1.3680
H 0.8656 -2.2133 0.3918
H 0.9901 -0.3489 1.9096
H 0.3814 -1.7007 -2.1077
H 0.2898 1.9400 1.4220
H 0.1150 -0.5473 -4.2264
H 0.4594 1.0764 -4.9598
H -1.2307 2.9688 -3.5079
H -0.8114 3.4079 -0.8357
H -1.1205 0.5436 -4.8545
*
```

Energies in eV, measured from the most stable structure: arrangement one 0.000; arrangement two 2.016; arrangement three 0.873; arrangement four 1.942.

Arrangement one

This record from the Open Molecules 2025 dataset describes a 2-piece molecular cluster, C12H17N overall. The level of theory is the ωB97M-V functional and the def2-TZVPD basis.

## Properties
LUMO level = 0.9 eV

The geometry in ORCA input format:
```
! wB97M-V def2-TZVPD RIJCOSX def2/J DEFGRID3
* xyz 0 1
C 2.1414 0.4344 -0.1506
C 2.4749 0.9135 1.3010
C 0.9603 -0.4825 -0.2122
C -0.0185 -0.5836 0.7292
C 0.5952 -1.3946 -1.2720
C -0.6885 -1.8615 -0.9701
C 1.1823 -1.8096 -2.4819
C -1.3966 -2.7528 -1.7775
C 0.4997 -2.6921 -3.2901
C -0.8242 -3.1339 -2.9608
N -1.0511 -1.4147 0.2683
H 1.8738 1.3317 -0.7113
H 3.0380 0.0512 -0.6414
H 1.5501 1.3910 1.6192
H -0.1754 -0.1708 1.7102
H -1.8655 -1.6455 0.8121
H 2.2336 -1.6314 -2.6615
H -2.3331 -3.1855 -1.4428
H 0.8268 -3.0742 -4.2468
H -1.3761 -3.6993 -3.6986
H 3.3786 1.5066 1.3044
H 2.6059 0.0022 1.8862
C -1.8932 2.5742 1.5364
C -1.4780 3.4532 2.7081
H -1.1568 2.4589 0.7362
H -2.0798 1.5460 1.8587
H -2.7851 2.8694 0.9778
H -2.3949 3.8972 3.1024
H -0.8129 4.2795 2.4921
H -1.0309 2.8228 3.4754
*
```

Arrangement two

This record from the Open Molecules 2025 dataset describes a 2-piece molecular cluster, C12H17N overall. The level of theory is the ωB97M-V functional and the def2-TZVPD basis.

## Properties
LUMO level = 0.9 eV

The geometry in ORCA input format:
```
! wB97M-V def2-TZVPD RIJCOSX def2/J DEFGRID3
* xyz 0 1
C -2.1753 2.0118 1.1928
C -1.7282 -0.5138 0.7618
C -1.3902 0.8628 1.1914
C -0.6023 -1.3118 1.1069
C -0.0441 0.9457 1.5580
C -2.8643 -2.6514 0.4954
C -1.8579 -3.3941 1.1557
C -2.9133 -1.2107 0.6623
C -0.7151 -2.6429 1.4051
N 0.4479 -0.3295 1.5284
H -3.6574 -3.2364 0.1511
H -2.0972 -4.5020 1.4789
H -3.7881 -0.7606 0.3518
H 0.1978 -3.1450 1.8134
H -3.0134 2.2670 0.5561
H -1.5049 2.9166 0.9361
H 0.5430 1.7362 1.6527
H 1.4535 -0.5241 1.5800
H -2.5479 2.2043 2.2416
C 2.1134 1.4623 -1.8173
C 3.4867 1.6443 -2.5403
C 1.9173 0.0333 -1.4577
H 1.9884 2.1299 -0.9324
H 1.3773 2.0919 -2.5655
H 4.2117 0.6239 -2.4346
H 4.2086 2.2394 -2.2209
H 0.8926 -0.0481 -0.9982
H 1.8826 -0.5211 -2.4260
H 3.3657 1.8871 -3.6147
H 2.8133 -0.2649 -0.8120
*
```

Arrangement three

This record from the Open Molecules 2025 dataset describes a 2-piece molecular cluster, C12H17N overall. The level of theory is the ωB97M-V functional and the def2-TZVPD basis.

## Properties
LUMO level = 0.9 eV

The geometry in ORCA input format:
```
! wB97M-V def2-TZVPD RIJCOSX def2/J DEFGRID3
* xyz 0 1
C -1.4265 -0.2876 -0.3487
C 1.9211 -1.7224 0.5918
C 1.0926 -0.5897 0.4595
C -0.1333 -1.0340 -0.1697
C 0.1097 -2.3077 -0.5629
C 3.4651 -0.5178 1.9098
C 3.0121 -1.7479 1.4427
C 2.6693 0.6163 1.7478
C 1.4713 0.6225 1.0374
N 1.2875 -2.7833 -0.0138
H 4.4440 -0.4304 2.3579
H 3.6619 -2.6004 1.6028
H 3.1511 1.5823 1.8986
H 0.8639 1.5135 0.9766
H 1.6711 -3.7052 -0.0763
H -0.4865 -2.9842 -1.1538
H -1.7321 -0.3483 -1.3985
H -1.2571 0.7767 -0.2119
H -2.2058 -0.7511 0.2290
C -3.9579 2.6039 -1.2176
C -2.6071 3.2367 -0.8910
C -3.9601 1.8920 -2.5909
H -4.2272 1.8257 -0.4955
H -4.7818 3.3177 -1.1816
H -2.7228 4.3254 -0.9713
H -1.7400 2.8228 -1.3953
H -4.1057 2.6303 -3.3782
H -3.0652 1.2957 -2.7127
H -2.4162 3.2353 0.1900
H -4.8025 1.1980 -2.6299
*
```

Energies in eV, measured from the most stable structure: arrangement one 0.000; arrangement two 3.445; arrangement three 0.277.

Arrangement one

This record from the Open Molecules 2025 dataset describes an isolated ion of composition C5H13N2O and charge +1. The level of theory is the ωB97M-V functional and the def2-TZVPD basis.

## Properties
LUMO level = -3.2 eV

The geometry in ORCA input format:
```
! wB97M-V def2-TZVPD RIJCOSX def2/J DEFGRID3
* xyz 1 1
C -2.0088 -0.5462 0.3534
C -0.8194 -1.0715 -0.4614
C -2.6005 0.5622 -0.1005
C 1.4355 0.0241 -0.6274
C 3.6267 0.5658 0.2401
N -3.8155 0.9734 0.3450
N 0.4747 -0.7054 0.2709
O 2.2299 0.8598 0.1122
H -2.1435 -1.0927 1.2829
H 1.9822 -0.8398 -1.1247
H -0.7157 -2.1924 -0.4695
H -0.8613 -0.8452 -1.4544
H -2.3850 1.0563 -1.0000
H 0.7582 0.6960 -1.3861
H 4.1364 0.9328 -0.6797
H 3.6634 -0.4819 0.3607
H 4.1070 1.1501 1.1090
H -4.0384 0.7939 1.2816
H -4.1571 1.8346 0.0567
H 0.2441 -0.1099 1.0567
H 0.8870 -1.5638 0.8345
*
```

Arrangement two

This record from the Open Molecules 2025 dataset describes C5H13N2O as an isolated structure. The level of theory is the ωB97M-V functional and the def2-TZVPD basis.

## Properties
LUMO level = -8.0 eV

The geometry in ORCA input format:
```
! wB97M-V def2-TZVPD RIJCOSX def2/J DEFGRID3
* xyz 1 1
C -0.8591 0.4596 1.1023
C 0.3436 1.1798 0.6397
C 1.5446 0.1517 0.7971
C 1.7517 -1.2347 0.2850
N 0.8599 -0.4192 -1.9291
C 1.4421 -1.4757 -1.1824
N -2.0130 1.2456 0.8893
H -0.6605 0.0166 2.1167
H -1.0302 -0.4957 0.4072
H 0.5486 1.9364 1.3800
H 0.2537 1.6042 -0.3861
H 2.1187 0.4686 1.7076
H 1.6437 -1.9919 1.0020
H 1.1506 -2.5116 -1.4555
H 2.0729 -0.8761 -1.8648
H -2.3315 1.8430 1.5908
H -2.7358 0.6228 -0.0586
H 0.6308 -0.5785 -2.9468
H -3.9651 0.0058 -1.1220
H 2.2739 0.0733 -0.0496
O -3.0397 -0.0238 -0.9227
*
```

Energies in eV, measured from the most stable structure: arrangement one 0.000; arrangement two 9.667.